No. 1
Density functional theory data (ωB97M-V/def2-TZVPD) for a molecular structure, C18H38FN6OPtS.

Computed properties:
Multiplicity: 1
Charge: +3
Gap between HOMO and LUMO (spin up / spin down), eV: 5.6 / 5.6

XYZ file:
```
66
Properties=species:S:1:pos:R:3:forces:R:3
Pt 1.00621 -1.00756 -0.19013 -0.50 -1.23 0.06
C 0.67987 -3.63214 0.88790 0.50 0.38 -0.15
N 1.09719 -3.25349 2.22125 -0.26 0.25 -0.13
C 1.31522 -4.27848 3.24737 0.20 -0.24 0.07
C 1.71163 -3.44710 4.46741 -0.22 -0.24 0.14
N 1.89907 -2.09450 3.91124 0.30 0.48 0.07
C 2.28993 -1.00394 4.80633 0.05 0.14 -0.03
C 1.52940 -2.05105 2.63916 -0.05 -0.95 -0.59
N 1.48989 -0.95850 1.83166 -1.12 0.32 -0.96
C 2.27071 0.24776 1.97686 0.84 0.15 -0.13
C 1.61891 1.33046 1.15470 -0.12 0.27 0.35
N 1.66559 0.92399 -0.23924 -0.06 -1.01 0.37
C 1.74478 1.73318 -1.31933 -0.36 -0.08 -0.97
N 1.98647 1.26588 -2.55203 -0.22 -0.26 0.22
C 2.26649 -0.10751 -2.92079 0.33 0.07 0.20
C 2.13079 2.35278 -3.52493 0.02 0.11 -0.25
C 1.82396 3.59563 -2.68930 0.16 0.15 -0.22
N 1.58431 3.05619 -1.34244 0.02 0.11 0.46
C 1.33118 4.00308 -0.26106 0.00 0.04 0.12
H 0.21184 -4.61406 0.92615 -0.25 0.12 -0.01
H 1.51843 -3.69489 0.19840 0.08 -0.18 -0.01
H -0.08479 -2.91993 0.48950 -0.05 -0.15 0.10
H 2.10908 -4.95917 2.93504 0.05 0.08 -0.04
H 0.41671 -4.87459 3.39984 -0.08 0.13 0.03
H 2.62504 -3.79582 4.94432 0.09 0.06 -0.12
H 0.93169 -3.43501 5.22951 -0.06 0.15 -0.05
H 2.34480 -1.39952 5.81646 -0.04 -0.07 -0.02
H 1.55353 -0.20035 4.80516 -0.06 -0.07 0.04
H 3.27448 -0.61104 4.55614 0.02 -0.06 0.00
H 3.28743 0.05753 1.61113 0.01 0.20 0.10
H 2.33877 0.58280 3.01188 -0.15 -0.23 -0.01
H 2.17278 2.25416 1.31821 0.02 0.00 -0.19
H 0.58430 1.47120 1.48632 0.04 0.10 0.08
H 3.26151 -0.42320 -2.60417 -0.02 -0.01 0.03
H 2.19513 -0.20547 -4.00090 -0.13 -0.01 0.00
H 1.54080 -0.80082 -2.47489 -0.20 -0.06 -0.24
H 1.44541 2.22488 -4.36204 -0.10 -0.06 0.09
H 3.13864 2.36587 -3.94017 0.06 -0.05 0.13
H 0.93831 4.12779 -3.03669 -0.09 -0.07 0.10
H 2.64206 4.31504 -2.68305 0.08 -0.08 0.10
H 0.84651 4.87851 -0.68764 -0.02 -0.03 -0.06
H 2.26188 4.33522 0.20272 0.00 -0.01 -0.02
H 0.66812 3.59182 0.49382 -0.05 0.01 -0.07
F 2.57752 -2.00414 -0.62885 0.54 0.83 0.76
C -5.00513 -1.21880 -2.51376 0.11 -0.01 -0.08
C -3.92518 -1.84187 -1.62862 -0.17 0.06 -0.14
C -3.64941 -1.04292 -0.34946 0.27 -0.16 -0.12
S -2.16709 -0.01412 -0.34188 -0.49 0.53 -0.07
O -0.99803 -0.99544 -0.75096 0.99 0.64 0.64
C -2.39023 1.02252 -1.80282 -0.10 -0.04 -0.05
C -3.39171 2.14535 -1.52321 0.03 0.08 0.36
C -2.99239 3.02286 -0.33457 -0.02 -0.06 -0.11
H -5.27133 -1.91094 -3.31074 -0.04 0.00 0.02
H -4.68228 -0.29573 -2.99784 -0.02 0.04 0.06
H -5.90684 -1.00417 -1.93965 -0.01 -0.03 -0.02
H -3.00459 -2.00711 -2.19491 0.02 -0.02 0.05
H -4.26717 -2.83041 -1.32139 0.07 0.00 0.07
H -3.51356 -1.67780 0.52763 -0.03 0.05 0.04
H -4.45049 -0.33104 -0.12713 0.03 0.03 0.11
H -2.69491 0.37376 -2.62340 0.07 -0.02 -0.01
H -1.39684 1.42655 -2.01505 0.04 -0.02 0.08
H -4.38458 1.72863 -1.34344 -0.02 -0.01 -0.15
H -3.46680 2.75247 -2.42542 0.01 -0.10 -0.08
H -3.09871 2.48774 0.61090 0.02 0.07 0.04
H -3.62805 3.90430 -0.28300 0.00 -0.01 0.02
H -1.95627 3.36465 -0.42212 -0.02 0.01 -0.02
```
Positions in Å, forces in eV/Å.

Results of the Mulliken charge analysis, in e, for atoms 1 through 6:
1 Pt 2.233
2 C -1.142
3 N 0.191
4 C -0.590
5 C -0.773
6 N -0.017



No. 2
Density functional theory data (ωB97M-V/def2-TZVPD) for 3 unconnected molecules or ions with the total composition C18H38IN2O6.

Computed properties:
Multiplicity: 1
ΔE to the lowest compared entry with this formula, charge and spin, kcal/mol: 5.53
Charge: +1
Gap between HOMO and LUMO, eV: 6.7

XYZ file:
```
65
Properties=species:S:1:pos:R:3:forces:R:3
N -2.57767 -4.71626 3.03406 0.50 0.29 -0.29
C -1.88335 -4.52290 1.80374 -0.44 -0.07 0.09
N -0.44891 -4.14228 1.93767 -0.34 0.28 -0.05
C 0.55474 -4.62203 1.32041 -0.35 -0.20 0.32
C 1.78665 -3.90462 1.63786 0.40 1.02 -0.98
C 1.34805 -2.67982 2.51948 0.86 -0.99 -0.07
C 2.28888 -2.55691 3.73888 -0.48 0.37 0.56
C 1.58251 -2.28417 5.07252 0.36 -0.25 0.06
C 2.51546 -1.65318 6.11014 -0.64 0.07 -0.04
I 1.92870 0.36780 6.52280 0.29 -0.11 -0.04
C 1.38140 -1.40476 1.66569 -0.63 0.61 -0.24
C 0.18195 -0.52618 1.97470 0.07 1.60 1.82
O 0.12280 0.20926 2.95571 -0.09 -1.88 -2.24
O -0.89615 -0.71108 1.16293 0.08 0.37 0.53
C -0.06199 -3.10775 2.90332 -0.33 -0.31 0.88
H -2.88179 -3.83589 3.41812 -0.15 0.01 0.26
H -2.04980 -5.23402 3.71859 -0.14 -0.28 0.14
H -2.35740 -3.70320 1.28066 -0.06 0.23 -0.22
H -1.93900 -5.39555 1.16723 0.23 -0.31 -0.11
H 0.42963 -5.43622 0.62864 0.02 -0.24 -0.21
H 2.13978 -3.54398 0.66666 0.24 0.00 -0.09
H 2.61713 -4.50156 1.98568 -0.03 -0.39 0.43
H 2.87522 -3.45613 3.86371 0.18 -0.33 -0.06
H 3.00016 -1.75801 3.58561 0.17 0.25 -0.29
H 0.69791 -1.67814 4.93864 -0.17 0.29 -0.09
H 1.24627 -3.23384 5.47895 -0.16 -0.22 0.13
H 3.54811 -1.67556 5.80055 0.28 0.20 -0.08
H 2.43066 -2.17557 7.04793 0.05 -0.01 0.33
H 1.40375 -1.63467 0.60485 -0.11 -0.09 -0.22
H 2.26348 -0.82221 1.87041 0.36 0.11 0.15
H -0.63186 -0.91280 0.26102 0.05 -0.15 -0.26
H -0.81473 -2.33738 3.00094 -0.15 0.20 -0.38
H -0.08250 -3.60373 3.86769 0.16 -0.11 0.22
C -4.96892 2.65992 -2.54428 -0.03 0.05 0.03
O -4.25326 2.99857 -1.36823 0.06 -0.11 -0.09
C -4.18302 1.94613 -0.42323 0.01 0.28 -0.01
C -2.84669 1.24078 -0.46502 -0.10 -0.15 -0.08
O -2.63193 0.55410 -1.69373 0.08 0.02 0.04
C -1.81246 1.27777 -2.59955 0.04 -0.05 -0.02
H -4.76537 3.43011 -3.28557 0.00 0.04 0.03
H -4.65559 1.69284 -2.94452 0.00 -0.02 0.01
H -6.04535 2.63907 -2.34636 0.00 -0.05 -0.03
H -4.99570 1.23047 -0.58031 0.00 -0.04 -0.02
H -4.31089 2.39057 0.56857 0.00 -0.04 0.02
H -2.81993 0.49165 0.32532 -0.05 0.03 0.12
H -2.03743 1.95474 -0.28235 0.00 0.04 0.00
H -0.76355 1.24194 -2.28322 0.02 0.10 -0.05
H -2.12622 2.31967 -2.68320 0.00 0.01 0.03
H -1.89942 0.80601 -3.57675 0.00 -0.05 0.02
C 3.93445 4.82592 -4.27894 0.02 0.03 -0.05
O 3.02790 4.71514 -5.36104 -0.05 -0.04 0.13
C 2.70384 3.37769 -5.69674 0.00 0.19 -0.17
C 1.35855 2.96889 -5.14029 0.01 -0.21 0.10
O 1.35629 2.93926 -3.71948 0.01 0.09 0.01
C 0.77589 4.09491 -3.13764 -0.05 -0.06 0.04
H 3.93188 5.86435 -3.95335 0.00 0.02 -0.05
H 3.64098 4.19181 -3.43879 0.00 -0.01 0.00
H 4.94798 4.56035 -4.59759 0.01 -0.03 0.05
H 3.48308 2.69269 -5.34907 0.00 -0.03 0.04
H 2.66350 3.31660 -6.78839 0.00 -0.04 0.00
H 1.12590 1.95698 -5.48694 0.00 0.02 -0.03
H 0.57860 3.64037 -5.51017 0.00 0.04 -0.01
H -0.31483 4.06277 -3.23515 0.00 0.08 -0.01
H 1.15122 5.01421 -3.59057 0.01 -0.01 -0.04
H 1.03243 4.09705 -2.07921 -0.01 -0.05 0.01
```
Positions in Å, forces in eV/Å.

Results of the Mulliken charge analysis, in e, for atoms 1 through 6:
1 N -0.560
2 C -0.523
3 N 0.277
4 C 0.098
5 C -1.590
6 C 2.121



E_tot, respectively: -47040.1302 -42638.8715 eV.
Max |F|, respectively: 0.0293 0.0569 hartree/bohr.